# 1
Density functional theory data (ωB97M-V/def2-TZVPD) for a cluster of 3 separate species, C5H10N2O in total in a non-equilibrium geometry.

The total energy is -10367.2806 eV. The orbital gap is 9.87 eV. As for the LUMO energy: 0.015 hartree.

Each line ends with the natural charge from an NBO analysis.
Cartesian coordinates (Å):
1 C 1.2836 1.5249 0.1660  -0.641
2 C 1.4595 0.0019 -0.5292  -0.111
3 C 2.0898 -1.1098 0.3379  -0.656
4 C -0.9224 -0.2998 -0.3382  0.290
5 C -3.2126 -0.2374 0.3085  0.500
6 H 2.3718 2.5419 -0.1140  0.256
7 H -0.1523 2.2050 -0.1756  0.204
8 H 1.0963 1.0131 1.3165  0.211
9 H 2.0723 0.1923 -1.5444  0.211
10 H 1.3513 -1.6373 1.2617  0.199
11 H 1.9886 -1.9422 -0.3298  0.231
12 H 3.1549 -1.0583 0.8739  0.253
13 H -0.8538 -0.2814 0.7043  0.130
14 H -2.4022 -0.2908 -1.6381  0.423
15 H -2.6935 -0.2895 1.3716  0.154
16 N 0.1017 -0.1971 -1.0336  -0.459
17 N -2.2486 -0.3346 -0.6771  -0.600
18 O -4.4845 0.1989 0.0396  -0.593

Atomic forces in eV per Å
C -0.8 0.3 1.1
C 0.3 4.0 -1.8
C -1.2 -1.6 3.2
C 1.1 -0.2 1.6
C -5.1 3.7 -1.1
H -3.5 -3.4 1.3
H 4.5 -1.9 0.8
H 0.8 2.7 -2.6
H -0.9 -0.8 2.5
H 1.7 2.3 -2.4
H 0.9 -0.8 -0.4
H -2.4 0.4 -1.8
H 0.3 -0.2 2.1
H -1.2 0.2 -1.7
H -1.6 -0.2 -1.9
N -0.1 -1.1 -2.1
N -0.2 -0.3 1.3
O 7.6 -3.3 1.9


# 2
Density functional theory data (ωB97M-V/def2-TZVPD) for a structure of composition C4H6N2O3 in a non-equilibrium geometry.

The total energy is -13362.4898 eV. The orbital gap is 9.35 eV. As for the LUMO energy: -0.003 hartree.

Each line ends with the natural charge from an NBO analysis.
Cartesian coordinates (Å):
1 C -1.1902 1.2416 -0.4236  -0.665
2 C -0.0662 0.2301 -0.6149  0.138
3 C 1.1697 0.4185 -0.1456  0.082
4 C 1.8310 -0.8753 -0.2166  0.701
5 H -0.7687 2.1907 -0.3323  0.217
6 H -1.7208 0.9721 0.5731  0.253
7 H -2.0324 0.9602 -1.1898  0.247
8 H 1.4929 2.1530 0.8284  0.470
9 H -1.0373 -1.2114 1.4699  0.352
10 H -1.9205 -2.1385 0.4926  0.369
11 N -0.3818 -1.1980 -0.6013  0.017
12 N -1.3623 -1.1922 0.5505  -0.691
13 O 2.1673 1.3826 0.1051  -0.610
14 O 2.9854 -1.0742 -0.0655  -0.523
15 O 0.8340 -1.8592 -0.4299  -0.357

Atomic forces in eV per Å
C -2.5 -4.0 -0.1
C -1.0 1.5 2.3
C 2.7 -0.6 -1.4
C -0.7 -0.5 0.7
H 0.2 1.8 -0.6
H 1.1 0.6 -1.6
H 1.6 1.5 1.1
H 3.5 -3.2 -3.4
H 1.9 0.3 1.7
H 1.5 2.4 -0.2
N -1.9 2.1 1.2
N -2.0 -4.4 -3.4
O -5.9 3.5 3.4
O 0.5 -1.1 -0.2
O 0.9 0.1 0.7


# 3
Density functional theory data (ωB97M-V/def2-TZVPD) for a structure of composition C26H55BBaF4NO12 in a non-equilibrium geometry.

The total energy is -66151.2311 eV. As for the spin multiplicity: 2. The orbital gap (alpha / beta) is 1.59 / 5.52 eV. Its expectation value of S² is 0.763. As for the LUMO energy (alpha / beta): -0.044 / -0.048 hartree.

Each line ends with the Mulliken spin population.
Cartesian coordinates (Å):
1 Ba 1.8864 21.9031 2.4953  0.031
2 B -0.2813 20.1944 4.1666  0.003
3 F 0.2043 19.7056 5.3790  0.001
4 F 0.5450 19.7451 3.1294  -0.009
5 F -1.5874 19.7153 3.8479  -0.002
6 F -0.2067 21.5293 4.1623  -0.001
7 C -0.7880 15.9231 6.4774  0.139
8 C 0.0636 14.8052 6.4144  -0.081
9 C 0.7921 14.5932 5.1985  0.135
10 C 0.6620 15.4507 4.1442  -0.039
11 C -0.2322 16.5249 4.2569  0.126
12 C -1.0093 16.7852 5.3964  -0.084
13 N 1.4630 15.3072 2.8910  0.305
14 O 2.4319 14.5629 2.9678  0.234
15 O 1.2212 16.0493 1.9689  0.192
16 H -1.2244 16.0199 7.4605  0.013
17 H 0.2695 14.1738 7.2660  -0.005
18 H 1.5475 13.8223 5.1625  0.029
19 H -0.3826 17.1568 3.3941  0.016
20 H -1.6432 17.6561 5.4742  -0.006
21 C 4.3105 20.2559 -0.0424  -0.004
22 O 2.9304 20.1797 0.3059  -0.011
23 C 2.0907 19.6639 -0.8050  0.001
24 C 0.6201 19.9685 -0.4656  -0.003
25 O 0.4140 21.2586 0.0207  -0.007
26 C 0.3819 22.2005 -0.9834  -0.001
27 H 4.4808 21.1406 -0.6560  0.002
28 H 4.6169 19.4251 -0.6781  0.000
29 H 4.9452 20.1969 0.8418  0.003
30 H 2.2534 18.5986 -0.9691  -0.001
31 H 2.4453 20.0860 -1.7453  0.001
32 H 0.3926 19.2341 0.3070  0.000
33 H -0.0102 19.7096 -1.3164  0.000
34 H 1.3052 22.1168 -1.5565  0.002
35 H 0.3682 23.1771 -0.4994  0.002
36 H -0.5289 22.1721 -1.5816  0.000
37 C -7.7434 18.0458 4.7695  0.000
38 O -6.2993 18.0778 4.8336  0.000
39 C -5.7172 19.0493 3.9637  0.000
40 C -6.1448 18.9364 2.5235  0.000
41 O -5.1901 19.4940 1.6196  0.000
42 C -4.1254 18.6252 1.3628  -0.001
43 H -8.1613 18.9736 5.1600  0.000
44 H -8.0454 17.1906 5.3740  0.000
45 H -8.2353 17.9086 3.8065  0.000
46 H -4.6345 18.9312 4.0091  0.000
47 H -5.9161 20.0559 4.3313  0.000
48 H -7.1179 19.4150 2.4135  0.000
49 H -6.3614 17.9178 2.2016  0.000
50 H -3.6353 18.2787 2.2726  0.003
51 H -3.3572 19.1885 0.8331  -0.001
52 H -4.4107 17.7213 0.8246  0.000
53 C 2.9820 24.5350 4.7178  -0.004
54 O 1.7280 24.2601 4.1647  -0.001
55 C 1.1596 25.1995 3.2573  0.000
56 C -0.2922 24.8425 2.8199  0.002
57 O -0.2956 23.6105 2.1858  0.002
58 C -1.5793 23.1574 1.8011  0.000
59 H 3.1633 25.6068 4.7984  -0.001
60 H 3.6905 24.0224 4.0671  0.002
61 H 3.0613 24.0196 5.6749  0.001
62 H 1.7399 25.3814 2.3528  0.000
63 H 1.0122 26.1926 3.6816  0.000
64 H -0.7034 25.6591 2.2265  0.000
65 H -0.8079 24.7608 3.7767  0.000
66 H -1.9993 23.9055 1.1287  0.000
67 H -2.2715 22.9833 2.6249  0.000
68 H -1.6258 22.2306 1.2292  0.000
69 C 0.6018 18.7190 8.4441  0.011
70 O 1.9644 18.6990 8.8517  0.000
71 C 2.4254 19.8172 9.6725  0.000
72 C 4.0095 19.7998 9.9158  0.000
73 O 4.8495 19.7526 8.8133  0.000
74 C 4.8819 18.5019 8.2020  0.001
75 H 0.3505 17.7502 8.0124  -0.007
76 H 0.4234 19.4435 7.6494  -0.001
77 H -0.0151 19.0278 9.2880  0.000
78 H 1.8860 19.7719 10.6186  0.000
79 H 2.0619 20.7417 9.2240  0.000
80 H 4.3230 19.0184 10.6081  0.000
81 H 4.2423 20.7018 10.4818  0.000
82 H 5.6070 18.6051 7.3947  0.000
83 H 4.0250 18.2505 7.5770  0.000
84 H 5.0722 17.6434 8.8462  0.000
85 C 3.1401 18.2546 2.7250  0.039
86 O 3.2787 19.6214 3.2320  -0.028
87 C 4.3272 19.6810 4.2020  0.001
88 C 4.4002 21.0392 4.8522  -0.003
89 O 3.0663 21.5923 5.0439  0.001
90 C 2.5261 21.2701 6.3537  -0.003
91 H 4.0056 17.8614 2.1919  -0.008
92 H 2.3287 18.1371 2.0067  -0.023
93 H 2.9538 17.5143 3.5031  0.029
94 H 5.2624 19.4447 3.6945  0.001
95 H 4.2768 18.9070 4.9678  0.003
96 H 5.0425 21.7152 4.2880  0.001
97 H 4.9378 21.0322 5.8004  0.000
98 H 3.2171 21.6839 7.0882  0.000
99 H 2.5274 20.1915 6.5110  0.001
100 H 1.5149 21.6595 6.4717  0.000

Atomic forces in eV per Å
Ba -0.3 -1.1 0.3
B -1.6 -3.7 0.7
F -0.3 0.1 -0.2
F 1.0 -0.1 -1.2
F 0.7 0.7 0.5
F 0.0 3.4 -0.1
C 0.1 -1.1 1.1
C 0.8 1.0 -2.6
C 0.1 -0.9 2.6
C 0.4 1.0 -2.5
C -1.3 0.8 -0.2
C 1.7 -1.2 -0.2
N -3.0 -0.6 6.2
O 2.9 -2.2 -0.2
O -0.9 3.0 -4.0
H -0.6 0.6 0.0
H -0.2 0.0 0.1
H -0.1 -0.2 -0.2
H 0.2 0.1 -0.1
H 0.0 -0.1 -0.1
C -0.2 -0.4 -0.6
O -0.7 -0.4 -0.9
C 0.7 0.9 0.5
C 1.2 -2.0 0.2
O -0.3 -0.5 1.2
C 0.3 1.4 -0.3
H 0.2 0.3 0.2
H -0.1 -0.3 0.1
H -0.3 0.3 0.1
H -0.2 -0.2 0.6
H 0.0 0.6 0.0
H -0.4 0.3 0.4
H -0.1 0.3 -0.2
H -0.2 0.2 -0.6
H 0.1 0.2 0.0
H 0.1 -0.4 -0.3
C 0.6 0.0 0.6
O -1.0 0.1 -1.0
C 0.4 -0.3 0.5
C -0.4 -0.2 -0.8
O -0.9 0.5 0.4
C 0.9 -0.2 0.4
H 0.0 0.1 0.3
H 0.0 0.2 0.2
H 0.6 -0.1 -0.5
H 0.0 -0.2 0.2
H -0.2 0.2 0.1
H 0.2 0.6 -0.4
H 0.3 -0.5 0.4
H 0.0 0.0 0.3
H -0.2 -0.1 -0.3
H -0.2 0.1 -0.4
C 0.5 -0.2 -0.2
O -2.1 -0.1 -0.8
C -1.1 0.6 -0.6
C 1.5 -0.1 2.0
O 0.5 -1.2 -0.9
C -1.3 0.3 -0.6
H 0.2 0.0 0.0
H 0.8 0.5 0.0
H -0.2 0.3 0.0
H 0.6 -0.4 -0.2
H 0.4 0.1 0.5
H 0.0 0.0 -0.2
H -0.6 0.0 0.0
H -0.3 0.2 0.0
H 0.3 0.3 0.4
H 1.0 -0.1 0.2
C 0.3 0.8 0.1
O 1.3 0.5 0.5
C 0.1 -1.3 -0.9
C -1.7 0.1 0.8
O -0.4 0.5 -0.2
C 0.2 -0.5 -2.1
H 0.0 0.0 0.4
H 0.1 0.2 -0.1
H -0.4 -0.4 0.2
H 0.3 -0.1 0.5
H 0.4 0.3 -0.4
H -0.5 -0.6 0.0
H -0.1 0.4 -0.3
H 0.8 -0.3 0.4
H -0.8 0.2 0.6
H 0.2 0.2 0.3
C -0.3 -0.5 -0.3
O 0.6 -0.8 0.2
C 0.2 -0.6 -0.2
C -0.6 0.5 0.3
O 0.6 -0.1 -0.1
C 0.8 -0.3 -0.1
H 0.6 0.6 0.0
H -0.2 0.6 0.4
H -0.2 0.4 0.4
H 0.4 0.2 -0.1
H -0.8 -0.2 0.0
H -0.6 0.5 -0.6
H -0.2 -0.5 0.3
H -0.1 0.2 0.2
H -0.3 -0.1 -0.1
H 0.2 0.0 -0.3


# 4
Density functional theory data (ωB97M-V/def2-TZVPD) for a structure of composition C30H24N4PSSe4Zr in a non-equilibrium geometry.

The total energy is -320249.0147 eV. Its net charge is +1. The orbital gap is 6.50 eV. As for the LUMO energy: -0.134 hartree.

Each line ends with the natural charge from an NBO analysis.
Cartesian coordinates (Å):
1 Zr 0.1188 -1.6245 0.3148  1.407
2 Se 0.6730 -1.9058 2.8889  -0.313
3 Se 0.9615 -3.9778 1.7554  0.066
4 Se -1.2648 -4.4212 1.2230  0.078
5 Se -1.5538 -3.3388 -0.8247  -0.278
6 N 2.4246 -1.5006 -3.6230  -0.586
7 C 1.5885 -1.5966 -4.7538  0.196
8 C 2.1550 -1.7878 -6.0031  -0.233
9 C 1.3471 -1.8613 -7.1314  -0.190
10 C -0.0222 -1.7465 -7.0095  -0.191
11 C -0.5957 -1.5665 -5.7556  -0.200
12 C 0.2059 -1.4888 -4.6347  -0.221
13 S -0.5458 -1.2439 -3.0203  0.563
14 N 0.7462 -1.4562 -1.9671  -0.730
15 C 1.9871 -1.4525 -2.3374  0.456
16 C 2.9822 -1.2860 -1.2631  0.176
17 C 4.2301 -0.7205 -1.5311  -0.222
18 C 5.0937 -0.4614 -0.4812  -0.119
19 C 4.7072 -0.8197 0.8026  -0.225
20 C 3.4519 -1.3770 0.9838  0.074
21 N 2.5800 -1.5838 -0.0092  -0.490
22 H 3.4069 -1.6474 -3.7994  0.416
23 H 3.2278 -1.8782 -6.0981  0.215
24 H 1.8013 -2.0093 -8.0976  0.231
25 H -0.6512 -1.7960 -7.8834  0.231
26 H -1.6640 -1.4764 -5.6502  0.231
27 H 4.5057 -0.4386 -2.5362  0.231
28 H 6.0441 0.0114 -0.6662  0.241
29 H 5.3575 -0.6618 1.6490  0.244
30 H 3.1395 -1.6725 1.9818  0.247
31 N -0.2750 0.2825 -0.0663  -1.427
32 P -1.0117 0.9106 1.1649  1.784
33 C -2.0894 2.3309 0.8256  -0.429
34 C -3.3362 2.4636 1.4216  -0.186
35 C -4.0938 3.5929 1.1657  -0.204
36 C -3.5999 4.5818 0.3296  -0.180
37 C -2.3506 4.4517 -0.2555  -0.220
38 C -1.5911 3.3223 -0.0097  -0.117
39 C -2.1482 -0.2957 1.9683  -0.454
40 C -2.9693 -0.9707 1.0583  -0.202
41 C -3.8855 -1.9047 1.5197  -0.202
42 C -3.9847 -2.1523 2.8813  -0.171
43 C -3.1929 -1.4622 3.7853  -0.218
44 C -2.2669 -0.5347 3.3354  -0.118
45 C 0.1203 1.5233 2.4613  -0.430
46 C -0.3090 2.2836 3.5426  -0.124
47 C 0.6090 2.7106 4.4863  -0.222
48 C 1.9518 2.3983 4.3371  -0.179
49 C 2.3875 1.6743 3.2374  -0.205
50 C 1.4714 1.2389 2.2973  -0.176
51 H -3.7075 1.6882 2.0772  0.225
52 H -5.0701 3.6890 1.6155  0.225
53 H -4.1978 5.4576 0.1307  0.225
54 H -1.9692 5.2230 -0.9073  0.224
55 H -0.6139 3.1798 -0.4506  0.217
56 H -2.9333 -0.6876 0.0024  0.247
57 H -4.5346 -2.4150 0.8239  0.232
58 H -4.7046 -2.8703 3.2408  0.228
59 H -3.3003 -1.6348 4.8447  0.228
60 H -1.6470 0.0075 4.0383  0.221
61 H -1.3533 2.5481 3.6342  0.219
62 H 0.2802 3.2799 5.3443  0.228
63 H 2.6640 2.7277 5.0797  0.225
64 H 3.4358 1.4469 3.1237  0.213
65 H 1.7748 0.6992 1.3951  0.219

Atomic forces in eV per Å
Zr 0.2 -0.1 -1.2
Se 0.3 -0.4 0.0
Se 0.0 0.1 0.2
Se -0.3 -0.3 0.3
Se 0.4 0.0 -0.3
N 0.2 0.2 0.5
C -0.3 0.0 -0.4
C -0.1 0.0 0.1
C 0.1 0.0 0.1
C -0.1 0.0 0.1
C 0.2 0.0 0.0
C 0.2 -0.1 0.6
S -0.4 0.2 -0.9
N 1.2 -0.2 0.2
C -0.8 -0.1 -0.4
C 0.7 0.2 0.4
C -0.4 -0.3 0.1
C -0.2 -0.1 0.3
C 0.0 0.0 -0.5
C 0.2 -0.2 0.3
N -0.1 0.5 -0.4
H -0.1 0.0 0.2
H 0.1 0.0 0.0
H 0.0 0.0 -0.1
H -0.1 0.0 -0.1
H -0.2 0.0 0.0
H 0.0 0.0 0.0
H 0.1 0.0 0.0
H 0.0 0.0 0.1
H -0.1 0.1 -0.2
N 0.4 -0.9 0.3
P -1.1 1.1 1.7
C 0.4 -0.4 -0.1
C 0.1 -0.1 0.0
C 0.0 0.0 0.0
C -0.1 0.0 0.0
C 0.2 0.0 -0.1
C 0.0 -0.1 0.0
C 0.3 0.3 -0.7
C -0.1 0.4 0.0
C -0.1 0.0 0.2
C -0.1 0.0 -0.3
C 0.3 0.3 0.1
C -0.2 0.0 0.0
C -0.1 -0.1 -0.6
C -0.1 0.0 -0.1
C 0.0 0.0 0.1
C 0.1 0.0 0.0
C 0.0 0.0 0.1
C 0.0 0.0 -0.3
H -0.1 0.0 0.0
H -0.1 0.1 0.0
H 0.0 0.1 0.0
H 0.0 0.1 0.0
H 0.1 0.1 -0.1
H 0.0 -0.3 0.3
H 0.0 -0.1 -0.1
H -0.1 -0.1 0.0
H 0.0 -0.1 0.1
H 0.0 -0.1 0.0
H -0.1 0.0 0.1
H 0.0 0.1 0.0
H 0.0 0.0 0.0
H 0.1 0.0 0.0
H 0.0 0.2 0.4


# 5
Density functional theory data (ωB97M-V/def2-TZVPD) for an isolated molecule of C3H3FN2O.

The total energy is -10904.2626 eV. The orbital gap is 9.49 eV. As for the LUMO energy: 0.034 hartree. The structure (SMILES) is Nc1coc(F)n1.

Each line ends with the natural charge from an NBO analysis.
Cartesian coordinates (Å):
1 N 1.7337 -0.6082 -0.1346  -0.802
2 C 0.4280 -0.1367 -0.0619  0.263
3 C -0.0680 1.1317 -0.0514  -0.075
4 O -1.4501 1.0132 -0.0446  -0.413
5 C -1.6592 -0.2863 -0.0519  0.843
6 F -2.9137 -0.6711 -0.0409  -0.275
7 N -0.6236 -1.0491 -0.0623  -0.531
8 H 2.4026 0.0244 0.2974  0.381
9 H 1.8240 -1.5584 0.2158  0.392
10 H 0.3264 2.1403 -0.0656  0.216

Atomic forces in eV per Å
N 0.1 0.2 0.3
C 0.0 0.2 -0.1
C 0.5 -0.2 0.0
O -0.5 0.1 0.0
C 0.3 -0.3 0.0
F 0.4 0.1 0.0
N -0.4 0.3 0.0
H -0.1 -0.3 -0.2
H -0.1 0.3 -0.1
H -0.1 -0.4 0.0